P:
Formula: C2H3OPS2
Source: OMol25
Level of theory: ωB97M-V/def2-TZVPD

Geometry as XYZ:
```
9
Properties=species:S:1:pos:R:3:lowdin_charge:R:1
C 1.24 -0.04 -1.93 0.06
C 0.80 -0.30 -0.84 -0.33
P -0.18 -0.17 0.61 -0.01
O 0.67 0.72 1.64 -0.29
S -0.87 -2.01 1.35 0.07
S -1.69 1.17 -0.08 0.45
H 1.88 0.11 -2.86 0.08
H 0.69 0.36 2.56 0.09
H -2.54 0.15 -0.45 -0.14
```

The total charge is 0. As for the lowest unoccupied orbital energy: 0.17 eV. The highest occupied orbital energy is -8.89 eV. The multiplicity is 1. As for the SMILES: C#C[P@](O)(=S)S. The HOMO-LUMO gap comes out at 0.333 Ha.

***

Q:
Formula: C2H3OPS2
Source: OMol25
Level of theory: ωB97M-V/def2-TZVPD

Geometry as XYZ:
```
9
Properties=species:S:1:pos:R:3:lowdin_charge:R:1
C 0.55 1.29 1.07 0.02
C 0.28 -0.10 1.63 -0.46
O 1.06 0.28 -1.11 -0.55
P 0.28 -0.97 -1.20 0.34
S -0.10 -1.47 0.91 0.60
S -1.82 -0.41 -1.55 0.29
H 1.01 2.13 1.46 0.03
H 0.97 0.98 0.20 -0.10
H -2.23 -1.74 -1.41 -0.17
```

The total charge is 0. As for the lowest unoccupied orbital energy (alpha / beta): -2.14 / -2.14 eV. The highest occupied orbital energy (alpha / beta) is -8.80 / -8.80 eV. The multiplicity is 1. The HOMO-LUMO gap (alpha / beta) comes out at 0.245 / 0.245 Ha.

***

The most stable arrangement is P, and the next structure is 324.2 kJ/mol less stable.

***

P:
Formula: C5H6ClF
Source: OMol25
Level of theory: ωB97M-V/def2-TZVPD

Geometry as XYZ:
```
13
Properties=species:S:1:pos:R:3:lowdin_charge:R:1
C 0.83 2.06 0.47 0.04
C 0.26 1.27 -0.44 -0.13
C 0.08 -0.96 -1.51 0.07
C -1.97 -1.80 2.15 -0.47
C 0.67 -0.10 -0.69 -0.42
F 1.76 -0.51 0.00 0.02
Cl -0.42 -2.21 1.85 0.60
H 0.49 3.06 0.64 0.06
H 1.65 1.72 1.08 0.06
H -0.56 1.61 -1.04 0.11
H 0.45 -1.96 -1.62 0.07
H -0.78 -0.67 -2.08 0.06
H -2.45 -1.49 1.19 -0.08
```

The total charge is 0. As for the lowest unoccupied orbital energy: -0.68 eV. The highest occupied orbital energy is -8.85 eV. The multiplicity is 1. The HOMO-LUMO gap comes out at 0.300 Ha.

***

Q:
Formula: C5H6ClF
Source: OMol25
Level of theory: ωB97M-V/def2-TZVPD

Geometry as XYZ:
```
13
Properties=species:S:1:pos:R:3:lowdin_charge:R:1
C -0.42 1.67 -0.95 0.01
C 0.63 0.87 -0.87 -0.19
C 1.17 0.22 0.33 -0.15
C 0.44 -0.66 0.98 -0.61
Cl 0.79 -1.22 2.64 0.61
C -0.78 -1.34 0.37 -0.26
F -0.59 -1.97 -0.82 -0.02
H -0.91 2.09 -0.07 0.07
H -0.84 1.97 -1.89 0.06
H 1.10 0.50 -1.79 0.11
H 2.18 0.53 0.71 0.13
H -1.57 -0.58 0.25 0.12
H -1.19 -2.08 1.11 0.11
```

The total charge is 0. As for the lowest unoccupied orbital energy: 0.75 eV. The highest occupied orbital energy is -9.62 eV. The multiplicity is 1. As for the SMILES: C=C/C=C(/Cl)CF. The HOMO-LUMO gap comes out at 0.381 Ha.

***

The most stable arrangement is Q, and the next structure is 311.9 kJ/mol less stable.

***

P:
Formula: C3H2BrF2I
Source: OMol25
Level of theory: ωB97M-V/def2-TZVPD

Geometry as XYZ:
```
9
Properties=species:S:1:pos:R:3:lowdin_charge:R:1
F -0.92 0.95 1.72 0.09
C -0.74 1.08 0.46 -0.86
F -0.62 2.38 0.14 0.03
Br -2.25 0.39 -0.55 0.72
H -0.03 0.55 0.33 -0.10
C 1.33 -0.52 -0.46 -0.09
C 0.82 -1.56 -0.63 -0.80
I 0.15 -3.46 -0.45 0.87
H 2.27 0.19 -0.57 0.13
```

The total charge is 0. As for the lowest unoccupied orbital energy: 0.05 eV. The highest occupied orbital energy is -9.95 eV. The multiplicity is 1. As for the SMILES: FC(F)Br.C#CI. The HOMO-LUMO gap comes out at 0.367 Ha.

***

Q:
Formula: C3H2BrF2I
Source: OMol25
Level of theory: ωB97M-V/def2-TZVPD

Geometry as XYZ:
```
9
Properties=species:S:1:pos:R:3:lowdin_charge:R:1
C 1.20 -0.96 0.89 -0.12
C 0.28 -0.86 -0.01 -0.72
C -0.81 1.19 -0.46 -0.93
F -1.65 0.78 -1.40 -0.08
F -1.45 1.55 0.72 -0.04
Br 0.30 2.51 -1.08 0.83
I -0.99 -2.15 -0.97 0.91
H 1.60 -1.98 0.86 0.06
H 1.53 -0.09 1.46 0.07
```

The total charge is 0. As for the lowest unoccupied orbital energy (alpha / beta): -0.28 / -0.28 eV. The highest occupied orbital energy (alpha / beta) is -8.82 / -8.82 eV. The multiplicity is 1. The HOMO-LUMO gap (alpha / beta) comes out at 0.314 / 0.314 Ha.

***

The most stable arrangement is Q, and the next structure is 16.9 kJ/mol less stable.

***

P:
Formula: C18H28N2O2
Source: OMol25
Level of theory: ωB97M-V/def2-TZVPD

Geometry as XYZ:
```
50
Properties=species:S:1:pos:R:3:lowdin_charge:R:1
C -4.57 -1.31 -2.63 -0.11
C -3.61 -2.06 -1.71 -0.27
C -3.37 -1.34 -0.38 -0.22
C -2.60 -0.03 -0.55 -0.16
C -2.25 0.61 0.80 -0.24
C -3.49 1.11 1.57 -0.21
C -3.77 0.30 2.82 -0.10
C -1.28 1.76 0.53 -0.42
O -1.59 2.93 0.60 0.08
N -0.04 1.30 0.20 0.14
C 1.09 2.01 -0.19 -0.14
C 1.07 3.39 -0.39 0.00
C 2.20 4.05 -0.83 -0.07
C 3.36 3.35 -1.09 -0.09
C 3.40 1.99 -0.87 -0.04
C 2.29 1.29 -0.40 -0.07
C 2.36 -0.17 -0.14 -0.41
O 1.38 -0.90 -0.19 0.04
N 3.57 -0.65 0.19 0.09
C 3.84 -2.04 0.46 -0.42
C 4.34 -2.21 1.90 -0.05
C 4.85 -2.59 -0.54 -0.05
H -5.52 -1.13 -2.12 0.07
H -4.77 -1.90 -3.52 0.07
H -4.15 -0.36 -2.94 0.06
H -4.03 -3.05 -1.50 0.10
H -2.66 -2.20 -2.22 0.11
H -4.33 -1.15 0.10 0.11
H -2.79 -2.00 0.27 0.12
H -1.69 -0.24 -1.10 0.12
H -3.19 0.68 -1.13 0.12
H -1.72 -0.13 1.41 0.15
H -3.32 2.16 1.84 0.10
H -4.36 1.09 0.91 0.11
H -4.65 0.69 3.33 0.07
H -2.93 0.36 3.51 0.07
H -3.94 -0.74 2.58 0.06
H 0.11 0.29 0.18 0.10
H 0.15 3.92 -0.20 0.10
H 2.16 5.12 -0.99 0.11
H 4.24 3.86 -1.46 0.10
H 4.31 1.45 -1.11 0.11
H 4.35 -0.01 0.29 0.13
H 2.88 -2.56 0.34 0.14
H 4.49 -3.26 2.12 0.08
H 3.61 -1.80 2.60 0.08
H 5.28 -1.69 2.03 0.08
H 5.80 -2.08 -0.44 0.08
H 5.00 -3.65 -0.38 0.08
H 4.48 -2.45 -1.56 0.08
```

The total charge is 0. As for the lowest unoccupied orbital energy: 0.66 eV. The highest occupied orbital energy is -8.45 eV. The multiplicity is 1. As for the SMILES: CCCC[C@H](CC)C(=O)Nc1ccccc1C(=O)NC(C)C. The HOMO-LUMO gap comes out at 0.335 Ha.

***

Q:
Formula: C18H28N2O2
Source: OMol25
Level of theory: ωB97M-V/def2-TZVPD

Geometry as XYZ:
```
50
Properties=species:S:1:pos:R:3:lowdin_charge:R:1
O -0.94 0.77 1.78 0.06
C -0.86 0.71 0.57 -0.50
C -1.94 0.14 -0.33 -0.04
C -1.94 -1.40 -0.33 -0.43
C -2.97 -1.89 -1.36 -0.10
C -3.00 -3.42 -1.38 -0.29
C -1.62 -3.95 -1.77 -0.12
C -0.59 -3.47 -0.75 -0.29
C -0.97 -3.99 0.64 -0.12
C -2.35 -3.47 1.02 -0.29
C -3.38 -3.95 0.00 -0.12
C -2.33 -1.94 1.05 -0.09
C -0.56 -1.94 -0.72 -0.09
N 0.25 1.12 -0.08 0.07
C 1.33 1.80 0.59 -0.08
C 1.93 2.81 -0.38 -0.44
O 1.60 2.85 -1.55 0.06
N 2.86 3.63 0.13 -0.06
C 3.29 3.69 1.51 -0.15
C 4.43 4.71 1.50 -0.16
C 4.05 5.64 0.34 -0.16
C 3.49 4.66 -0.68 -0.14
H -2.90 0.49 0.05 0.13
H -1.81 0.51 -1.34 0.12
H -3.96 -1.51 -1.10 0.13
H -2.71 -1.51 -2.35 0.13
H -3.74 -3.76 -2.12 0.14
H -1.63 -5.04 -1.80 0.12
H -1.35 -3.59 -2.77 0.12
H 0.40 -3.84 -1.02 0.14
H -0.97 -5.09 0.63 0.12
H -0.23 -3.66 1.37 0.12
H -2.62 -3.84 2.01 0.14
H -4.37 -3.59 0.27 0.12
H -3.41 -5.04 -0.02 0.12
H -3.32 -1.57 1.32 0.13
H -1.62 -1.58 1.79 0.12
H 0.18 -1.60 0.01 0.12
H -0.27 -1.56 -1.70 0.13
H 0.27 1.22 -1.09 0.13
H 0.93 2.29 1.48 0.13
H 2.11 1.09 0.90 0.14
H 3.62 2.71 1.87 0.12
H 2.47 4.04 2.15 0.13
H 4.53 5.24 2.44 0.11
H 5.38 4.21 1.27 0.11
H 4.90 6.20 -0.05 0.11
H 3.28 6.34 0.66 0.12
H 2.75 5.10 -1.36 0.12
H 4.28 4.22 -1.29 0.13
```

The total charge is 0. As for the lowest unoccupied orbital energy: 0.68 eV. The highest occupied orbital energy is -9.31 eV. The multiplicity is 1. As for the SMILES: O=C(C[C@]12C[C@H]3C[C@H](C[C@H](C3)C1)C2)NCC(=O)N1CCCC1. The HOMO-LUMO gap comes out at 0.367 Ha.

***

The most stable arrangement is Q, and the next structure is 61.1 kJ/mol less stable.